[1]
Below is a 9-piece molecular cluster, C5H29N2O9 overall at a distorted geometry, with properties calculated with ωB97M-V/def2-TZVPD.

CARTESIAN COORDINATES (ANGSTROEM)
C: 1.9715 1.9030 -0.9111
C: 1.7805 1.1436 0.4293
C: 0.5425 1.7171 1.1423
C: 0.7294 3.2074 1.5430
O: 0.2263 4.1180 0.6117
N: 1.6042 -0.2807 0.1786
C: 2.6940 -1.1682 -0.3388
N: 2.2654 -2.4747 -0.7981
H: 1.2452 1.5700 -1.7247
H: 1.8431 2.9892 -0.7602
H: 3.0342 1.6334 -1.1295
H: 2.7097 1.2071 1.0642
H: -0.2114 1.6197 0.3667
H: 0.2948 1.2442 2.1009
H: 1.7483 3.5959 1.6016
H: 0.2766 3.3845 2.5689
H: 0.7418 -0.2874 -0.5499
H: 3.2591 -0.6670 -1.1093
H: 3.4499 -1.2957 0.4502
H: 1.8231 -2.9471 -0.0048
H: 1.4281 -2.3114 -1.3364
H: -1.0161 1.9976 -1.3023
H: -0.5816 -0.0770 -2.0031
O: -0.9643 -0.1626 -1.1464
H: -0.0735 -2.5992 0.7248
H: 0.3963 -3.6316 1.7234
O: -0.0970 -3.6008 0.8831
H: -2.4652 2.3057 -1.2808
H: -0.6187 3.9135 0.2411
O: -1.6338 2.7799 -1.3740
H: -2.4907 0.2366 -0.7393
H: -3.3739 1.2198 0.0711
O: -3.3506 0.8277 -0.8211
H: -1.3103 -0.9458 0.2948
H: -2.2552 -2.0677 0.5102
O: -1.7090 -1.4615 1.0703
H: -1.3727 -3.1452 -1.3041
H: -1.4615 -1.6308 -1.7678
O: -1.3366 -2.5901 -2.1064
H: 1.8665 -1.2194 1.9644
H: 0.5102 -1.5514 2.5445
O: 1.4305 -1.8805 2.5655
H: -4.0552 -0.8699 -0.3687
H: -3.4354 -1.9303 -1.2514
O: -4.0584 -1.8181 -0.5225

Summary:
* E_tot: -994.61628 Eh
* HOMO-LUMO gap: 8.91 eV
* E_LUMO: 3.0520 eV
* relative energy (zero: lowest compared OMol25 entry of this formula, charge and spin): 161.94 kJ/mol
* HOMO: -5.853 eV
* total charge: -1

Results of the natural (NBO) charge analysis, in e, for atoms 1 through 8: atom 1 (C): -0.65, atom 2 (C): -0.03, atom 3 (C): -0.45, atom 4 (C): -0.05, atom 5 (O): -0.75, atom 6 (N): -0.76, atom 7 (C): -0.05, atom 8 (N): -0.83

***

[2]
Below is a 10-piece molecular cluster, C5H29NO10 overall at a distorted geometry, with properties calculated with ωB97M-V/def2-TZVPD.

CARTESIAN COORDINATES (ANGSTROEM)
C: -1.1541 3.6057 -0.7037
C: -1.0143 2.9964 0.4661
C: -1.9681 2.0608 1.0946
C: -2.2749 0.7143 0.3405
N: -3.3579 0.9980 -0.6286
C: -2.5445 -0.3406 1.3964
O: -1.6525 -1.4175 1.4008
H: -0.4957 4.4704 -0.8981
H: -1.7524 3.3003 -1.5443
H: -0.5455 3.5835 1.3089
H: -2.9041 2.6896 1.0633
H: -1.7937 1.8849 2.1712
H: -1.3733 0.3540 -0.1770
H: -4.3174 0.9545 -0.3508
H: -3.1691 1.9237 -1.0727
H: -2.5357 0.0417 2.4097
H: -3.5930 -0.6292 1.2135
H: -1.5913 -1.7542 0.4749
O: 4.4698 0.2553 0.9793
H: 4.4295 -0.4768 0.3676
H: 4.5683 0.0000 1.8860
O: 0.2908 -1.4315 -2.0050
H: 0.3733 -0.5551 -1.6531
H: 0.7099 -2.0509 -1.3440
O: 0.3878 -2.6980 0.5725
H: 0.4412 -2.6006 1.5196
H: 0.8242 -3.5423 0.4008
O: 1.1439 -0.2116 3.4453
H: 2.0628 0.0006 3.3624
H: 0.9682 -0.8675 2.7774
O: 1.9271 -3.6872 -2.1115
H: 1.7979 -2.9607 -2.7094
H: 2.7065 -3.5012 -1.5900
O: -0.0988 -2.9312 3.3123
H: -0.5796 -3.6590 3.6773
H: -0.6594 -2.1241 3.3255
O: 2.9301 4.0800 -0.8706
H: 2.9879 3.6307 -1.7382
H: 3.5708 3.5219 -0.4205
O: 2.9648 0.8403 -3.1345
H: 2.9375 0.2759 -2.3387
H: 3.9239 0.9499 -2.9848
O: -2.9055 -0.6191 -3.2432
H: -2.2391 -1.2192 -2.9285
H: -3.2534 -0.1497 -2.4705

Summary:
* E_tot: -1014.95443 Eh
* HOMO-LUMO gap: 8.92 eV
* E_LUMO: -0.4176 eV
* SMILES: C=CC[C@H](N)CO.O.O.O.O.O.O.O.O.O
* relative energy (zero: lowest compared OMol25 entry of this formula, charge and spin): 513.44 kJ/mol
* HOMO: -9.334 eV

Results of the natural (NBO) charge analysis, in e, for atoms 1 through 8: atom 1 (C): -0.40, atom 2 (C): -0.18, atom 3 (C): -0.46, atom 4 (C): -0.08, atom 5 (N): -0.88, atom 6 (C): -0.06, atom 7 (O): -0.74, atom 8 (H): 0.21

***

[3]
Below is C5H2AuBr2N2S2 as an isolated structure, with properties calculated with ωB97M-V/def2-TZVPD.

CARTESIAN COORDINATES (ANGSTROEM)
Au: 0.5900 -1.2498 -1.4716
Br: 3.0815 -2.4940 -0.4768
C: 2.8138 -1.4415 1.1275
Br: 1.6952 -2.3411 2.4018
H: 2.3170 -0.5250 0.8320
H: 3.7854 -1.2811 1.5730
S: -1.7856 -1.3119 -1.3396
C: -1.9029 0.3347 -0.7604
C: -3.2644 0.7450 -0.5241
N: -4.3604 1.0380 -0.3221
C: -0.9130 1.2490 -0.5150
S: 0.8221 1.0724 -0.6813
C: -1.3002 2.5675 -0.0837
N: -1.5785 3.6378 0.2405

Summary:
* E_tot: -6381.41038 Eh
* HOMO-LUMO gap: 6.57 eV
* E_LUMO: 2.3519 eV
* relative energy (zero: lowest compared OMol25 entry of this formula, charge and spin): 0.00 kJ/mol
* HOMO: -4.217 eV
* total charge: -1

Results of the natural (NBO) charge analysis, in e, for atoms 1 through 8: atom 1 (Au): 0.49, atom 2 (Br): 0.03, atom 3 (C): -0.53, atom 4 (Br): 0.04, atom 5 (H): 0.26, atom 6 (H): 0.22, atom 7 (S): -0.33, atom 8 (C): -0.31

***

[4]
Below is C5H2AuO6 as an isolated structure at a distorted geometry, with properties calculated with ωB97M-V/def2-TZVPD.

CARTESIAN COORDINATES (ANGSTROEM)
O: 1.3427 0.8559 2.8444
C: 0.8817 0.5615 1.8667
Au: 0.3893 -0.1306 -0.1400
O: 3.1567 -1.0138 -1.0200
C: 2.0718 -0.6650 -0.6686
C: -0.7161 -0.6122 -1.9140
O: -1.0936 -0.9332 -2.9185
C: 0.4755 1.9239 -0.7980
O: 0.7024 2.9522 -1.2137
C: -0.2840 -1.9849 0.7363
O: -0.4601 -3.0305 1.1351
O: -1.8776 0.6045 0.6062
H: -2.6370 0.4847 -0.0658
H: -1.9517 0.9875 1.5499

Summary:
* E_tot: -777.32264 Eh
* HOMO-LUMO gap (alpha / beta): 10.85 / 7.88 eV
* E_LUMO (alpha / beta): -14.1079 / -18.1351 eV
* expectation value of S²: 2.0135
* relative energy (zero: lowest compared OMol25 entry of this formula, charge and spin): 70.48 kJ/mol
* HOMO (alpha / beta): -24.962 / -26.012 eV
* 2S+1: 3
* total charge: +3

Results of the natural (NBO) charge analysis, in e, for atoms 1 through 8: atom 1 (O): -0.17, atom 2 (C): 0.47, atom 3 (Au): 1.24, atom 4 (O): -0.13, atom 5 (C): 0.45, atom 6 (C): 0.47, atom 7 (O): -0.16, atom 8 (C): 0.48